[1]
{"formula": "C11H13F6IrNO", "method": "the ωB97M-V functional and the def2-TZVPD basis", "homo_ev": [-2.507, -3.417], "homo_lumo_gap_ev": [5.65, 6.57], "max_force_ev_per_a": 3.7, "s_squared": 6.070, "charge": -1, "multiplicity": 5, "elements": ["C", "C", "C", "C", "C", "Ir", "N", "C", "C", "H", "H", "H", "H", "H", "H", "H", "H", "H", "H", "C", "C", "O", "C", "F", "F", "F", "C", "F", "F", "F", "H", "H", "H"], "positions_angstrom": [[-0.61990, 0.64389, -3.18115], [0.76547, 0.72726, -2.84883], [0.90051, 1.36480, -1.59029], [-0.38575, 1.76109, -1.13734], [-1.35002, 1.37445, -2.15651], [-1.15420, -0.53587, -1.13280], [-2.84422, -0.03487, -0.59819], [0.18770, -1.92268, -1.57303], [1.59508, -1.74476, -1.65956], [1.83110, 1.53333, -1.06045], [1.58700, 0.35716, -3.45202], [-0.60923, 2.36074, -0.26345], [-2.36081, 1.74906, -2.24333], [-1.05562, 0.23364, -4.09001], [2.05401, -1.62904, -2.63487], [-0.19274, -2.65312, -0.83104], [-3.72776, -0.31250, -0.13574], [2.19367, -1.85016, -0.76005], [-0.29554, -2.09899, -2.56243], [-0.93314, -0.56843, 3.03745], [0.05256, -0.00923, 2.01603], [-0.41141, -0.02588, 0.74297], [0.32105, 1.51862, 2.36878], [0.71636, 1.68937, 3.66207], [1.25796, 2.08002, 1.56164], [-0.83833, 2.22234, 2.19368], [1.40945, -0.82134, 2.11024], [1.95647, -0.78328, 3.35523], [1.14261, -2.13100, 1.81524], [2.34089, -0.38147, 1.22671], [-1.84378, 0.04093, 3.02682], [-0.48984, -0.56162, 4.03933], [-1.19959, -1.59244, 2.75486]], "forces_ev_per_angstrom": [[0.07, 0.30, 0.09], [0.12, 0.93, 0.21], [-0.19, 0.49, -1.02], [0.35, 0.54, -1.63], [1.39, -0.02, -0.33], [-2.39, 2.57, 1.25], [-2.86, -0.92, 0.94], [1.07, -2.02, -1.98], [-0.19, -0.74, 0.42], [-0.18, -0.13, -0.03], [-0.21, -0.07, 0.15], [-0.04, -0.39, -0.14], [0.10, -0.30, 0.14], [0.17, 0.27, 0.17], [0.16, 0.11, 0.32], [0.36, 0.10, 0.15], [0.72, 0.35, -0.34], [0.15, 0.11, -0.30], [0.74, -0.57, 0.33], [0.00, -0.09, 0.36], [0.10, 0.06, -1.24], [1.09, -0.17, 2.28], [-0.29, -0.66, -0.50], [-0.12, 0.29, -0.56], [-0.60, -0.16, 0.78], [1.00, -0.32, 0.36], [-0.80, 0.32, -0.39], [0.11, -0.23, -0.51], [0.51, 0.80, 0.27], [-0.47, -0.49, 0.80], [0.24, -0.11, -0.04], [-0.23, -0.07, -0.02], [0.11, 0.22, 0.01]], "nbo_charge": [-0.43, -0.28, -0.31, -0.26, -0.29, 1.11, -0.87, -0.75, -0.32, 0.22, 0.20, 0.23, 0.24, 0.22, 0.17, 0.21, 0.33, 0.18, 0.20, -0.65, 0.16, -0.88, 0.95, -0.35, -0.33, -0.34, 0.95, -0.34, -0.34, -0.32, 0.23, 0.21, 0.23]}

---

[2]
{"formula": "C2H3NO2", "method": "the ωB97M-V functional and the def2-TZVPD basis", "homo_ev": -9.810, "e_above_lowest_kj_mol": 356.2, "smiles": "O=C1CON1", "homo_lumo_gap_ev": 10.64, "max_force_ev_per_a": 4.9, "elements": ["O", "C", "C", "O", "N", "H", "H", "H"], "positions_angstrom": [[-1.99549, 0.35366, 0.11861], [-0.85344, 0.08067, 0.04198], [0.50994, 0.82737, -0.02006], [1.21363, -0.47012, 0.11879], [-0.23151, -1.14271, 0.02682], [0.85076, 1.12165, -1.10561], [0.74506, 1.47272, 0.74833], [-0.23895, -2.24324, 0.07114]], "forces_ev_per_angstrom": [[-1.42, 0.57, -0.07], [1.37, -0.22, 0.00], [0.45, -2.85, -3.96], [-3.14, -1.06, 0.16], [4.01, -1.52, 0.21], [-1.20, 0.28, 2.20], [0.42, 1.55, 1.47], [-0.50, 3.27, 0.00]], "nbo_charge": [-0.55, 0.64, -0.18, -0.39, -0.40, 0.22, 0.21, 0.44]}

---

[3]
{"formula": "C49H39BBr2N10OZr", "method": "the ωB97M-V functional and the def2-TZVPD basis", "homo_ev": -12.996, "e_above_lowest_kj_mol": 135.5, "homo_lumo_gap_ev": 7.27, "max_force_ev_per_a": 1.5, "charge": 2, "elements": ["Zr", "C", "C", "C", "C", "N", "N", "B", "N", "N", "C", "C", "C", "C", "C", "C", "C", "C", "C", "C", "N", "N", "C", "C", "C", "C", "C", "C", "C", "C", "C", "C", "C", "C", "C", "C", "C", "C", "H", "H", "H", "H", "H", "H", "H", "H", "H", "H", "H", "H", "H", "H", "H", "H", "H", "H", "H", "H", "H", "H", "H", "H", "H", "H", "H", "H", "Br", "C", "C", "C", "Br", "C", "C", "C", "C", "N", "C", "C", "O", "H", "H", "H", "H", "N", "C", "C", "C", "C", "C", "C", "C", "N", "C", "C", "N", "C", "H", "H", "H", "H", "H", "H", "H"], "positions_angstrom": [[0.27226, 0.45360, 0.47893], [-4.98905, 0.33141, 2.18838], [-3.63073, -0.24330, 1.99089], [-3.12427, -1.43168, 2.49815], [-1.81369, -1.52640, 2.04186], [-1.54889, -0.44825, 1.26234], [-2.66949, 0.33114, 1.25762], [-2.67879, 1.71411, 0.56248], [-1.66330, 2.62404, 1.29130], [-0.33098, 2.44106, 1.10520], [0.31435, 3.39287, 1.79786], [-0.62565, 4.20220, 2.43203], [-1.86686, 3.68385, 2.09213], [-3.21368, 4.16091, 2.50576], [1.77395, 3.48415, 1.76528], [2.50987, 2.62374, 0.95250], [3.88845, 2.69289, 0.88925], [4.55656, 3.64887, 1.63925], [3.83849, 4.51790, 2.44967], [2.45756, 4.43387, 2.51999], [-2.20280, 1.55911, -0.90143], [-0.87780, 1.44712, -1.22830], [-0.78403, 1.69905, -2.54247], [-2.05670, 1.89351, -3.07801], [-2.92783, 1.82095, -2.00599], [-4.40540, 2.00635, -2.00985], [0.50596, 1.87725, -3.21220], [1.56331, 2.45447, -2.50643], [2.79591, 2.64178, -3.11289], [2.97637, 2.26781, -4.43700], [1.92040, 1.71458, -5.15101], [0.68847, 1.52299, -4.54607], [-0.83705, -2.57682, 2.33966], [-1.13564, -3.59757, 3.24096], [-0.19410, -4.56991, 3.53535], [1.05976, -4.53837, 2.94090], [1.36673, -3.52554, 2.04428], [0.42187, -2.56326, 1.74492], [-5.59633, -0.36960, 2.75486], [-5.47667, 0.53143, 1.23483], [-4.94464, 1.26805, 2.74459], [-3.65123, -2.13058, 3.12366], [-3.76375, 2.18692, 0.59811], [-0.44963, 5.06282, 3.05370], [-3.12048, 5.06531, 3.10063], [-3.71850, 3.40764, 3.11253], [-3.84021, 4.37749, 1.64077], [1.98667, 1.88340, 0.33933], [4.44114, 2.00870, 0.25518], [5.63464, 3.71742, 1.58497], [4.35768, 5.27356, 3.02377], [1.90664, 5.10240, 3.16737], [-2.30960, 2.13816, -4.09539], [-4.76233, 2.04852, -3.03545], [-4.68522, 2.93729, -1.51492], [-4.90761, 1.18696, -1.49563], [1.38177, 2.82453, -1.50438], [3.60347, 3.11075, -2.56463], [3.92869, 2.43695, -4.92147], [2.06097, 1.43482, -6.18683], [-0.12656, 1.07672, -5.10295], [-2.10087, -3.63191, 3.72758], [-0.43904, -5.35292, 4.24016], [1.79490, -5.29744, 3.17046], [2.34427, -3.48684, 1.57681], [0.65824, -1.78271, 1.03426], [1.26490, 1.42669, 5.14724], [2.49987, 0.57552, 4.01157], [3.80843, 0.31345, 4.43503], [4.70373, -0.26643, 3.57793], [6.45209, -0.63916, 4.19000], [4.33602, -0.57349, 2.24486], [5.20411, -1.11942, 1.27967], [4.73334, -1.37660, 0.01758], [3.41428, -1.04811, -0.30518], [2.56566, -0.50408, 0.55025], [3.00757, -0.30460, 1.83792], [2.06764, 0.23587, 2.74512], [0.81807, 0.42649, 2.33448], [4.10211, 0.56713, 5.44403], [6.23426, -1.32290, 1.53819], [5.36589, -1.82337, -0.73553], [3.04849, -1.24126, -1.30461], [-4.89802, -7.21555, -5.28002], [-4.18721, -6.44954, -4.80390], [-3.30344, -5.48511, -4.21924], [-1.97275, -5.41911, -4.62697], [-1.12842, -4.47344, -4.07628], [-1.61611, -3.58348, -3.12848], [-2.93840, -3.64865, -2.70987], [-3.77857, -4.60357, -3.25073], [-0.74711, -2.58754, -2.58860], [0.29972, -1.98592, -3.24958], [0.84315, -1.10153, -2.37633], [0.15472, -1.15815, -1.17988], [-0.79699, -2.06469, -1.35540], [-1.60199, -6.11361, -5.36771], [-0.08729, -4.45212, -4.36840], [-3.32329, -2.94890, -1.97923], [-4.81062, -4.66371, -2.93446], [0.53943, -2.18866, -4.27753], [1.67658, -0.44215, -2.53631], [-1.48981, -2.38869, -0.59684]], "forces_ev_per_angstrom": [[0.22, -1.01, -1.10], [0.01, 0.09, -0.01], [0.15, -0.11, -0.02], [0.18, -0.08, -0.04], [-0.35, 0.01, 0.18], [-0.07, -0.08, 0.06], [-0.47, -0.01, -0.07], [0.23, -0.04, -0.03], [-0.27, 0.28, -0.19], [-0.02, 0.62, 0.49], [-0.29, 0.14, 0.09], [0.07, -0.04, -0.04], [0.19, 0.05, 0.03], [-0.08, -0.10, -0.05], [0.04, -0.11, -0.12], [-0.18, 0.36, 0.24], [0.01, -0.22, -0.14], [0.02, 0.02, 0.00], [0.01, 0.04, 0.02], [-0.01, -0.08, -0.02], [-0.25, 0.15, 0.03], [-0.35, 0.31, -0.42], [-0.16, 0.00, -0.04], [0.01, 0.06, 0.09], [0.08, -0.10, -0.22], [0.01, 0.04, 0.13], [0.20, -0.06, 0.10], [-0.15, -0.09, 0.01], [0.08, -0.01, 0.02], [0.03, 0.03, 0.02], [0.00, -0.03, -0.04], [0.01, -0.08, 0.03], [0.20, 0.03, -0.12], [-0.03, 0.03, -0.01], [0.00, -0.03, 0.03], [-0.04, 0.03, -0.01], [0.20, 0.08, -0.16], [-0.33, -0.05, 0.26], [-0.02, 0.00, -0.01], [-0.02, 0.00, 0.02], [0.00, 0.00, -0.02], [0.00, 0.01, 0.00], [-0.08, -0.03, 0.05], [0.02, 0.01, -0.03], [0.03, 0.01, 0.00], [-0.02, 0.03, -0.01], [-0.01, 0.00, 0.02], [0.47, 0.40, -0.17], [0.00, 0.02, 0.00], [0.00, 0.02, 0.01], [0.00, -0.04, 0.03], [0.01, 0.03, -0.01], [0.02, 0.02, 0.00], [-0.01, -0.02, -0.01], [-0.01, -0.02, 0.00], [-0.03, 0.01, -0.02], [0.04, 0.06, 0.00], [-0.01, 0.01, 0.00], [0.00, -0.03, 0.00], [-0.02, 0.02, 0.00], [-0.01, 0.02, 0.00], [0.00, 0.00, 0.00], [0.00, 0.00, -0.01], [-0.01, 0.00, 0.03], [-0.02, -0.02, 0.01], [0.20, -0.45, 0.00], [0.17, -0.08, 0.05], [-0.64, 0.03, -0.37], [0.28, -0.09, -0.02], [0.10, 0.09, 0.22], [-0.14, 0.05, -0.05], [-0.13, -0.04, -0.16], [-0.09, 0.00, -0.11], [0.08, -0.03, 0.11], [-0.19, 0.05, -0.23], [-0.30, 0.31, 0.41], [0.04, 0.00, 0.13], [0.70, -0.14, 0.79], [0.69, -0.05, 0.66], [-0.01, 0.00, -0.01], [-0.01, -0.05, 0.03], [0.00, 0.04, -0.02], [0.05, 0.01, 0.06], [0.04, 0.04, 0.04], [-0.14, -0.17, -0.10], [0.16, 0.18, 0.08], [-0.09, -0.02, 0.00], [0.11, 0.06, 0.10], [-0.22, -0.27, -0.11], [0.08, 0.11, 0.03], [-0.04, -0.08, -0.01], [0.11, 0.07, 0.04], [0.09, 0.26, 0.01], [0.03, -0.29, -0.11], [-0.02, -0.15, -0.31], [0.02, -0.03, 0.18], [0.00, 0.00, 0.00], [0.00, 0.02, -0.02], [0.00, 0.03, -0.03], [0.00, 0.01, -0.01], [-0.03, -0.07, 0.00], [-0.07, 0.13, -0.09], [-0.05, 0.01, -0.05]], "lowdin_charge": [1.88, 0.01, -0.23, 0.07, -0.20, -0.04, 0.05, -0.48, 0.05, -0.07, -0.20, 0.07, -0.22, 0.01, -0.15, -0.08, -0.06, -0.04, -0.04, 0.00, 0.04, -0.04, -0.23, 0.07, -0.24, 0.00, -0.20, -0.05, -0.06, -0.06, -0.05, -0.03, -0.15, 0.00, -0.04, -0.05, -0.05, -0.07, 0.10, 0.09, 0.09, 0.12, 0.12, 0.13, 0.09, 0.09, 0.09, 0.03, 0.12, 0.12, 0.12, 0.12, 0.13, 0.09, 0.10, 0.09, 0.09, 0.11, 0.11, 0.12, 0.12, 0.12, 0.12, 0.12, 0.11, 0.02, 0.87, -0.57, -0.13, -0.60, 0.85, -0.18, 0.01, -0.01, -0.09, 0.03, -0.18, -0.39, -0.29, 0.11, 0.10, 0.12, 0.10, 0.19, -0.16, -0.21, 0.01, 0.01, -0.17, 0.00, 0.00, 0.02, 0.01, -0.13, -0.07, -0.10, 0.13, 0.12, 0.12, 0.13, 0.14, 0.10, 0.14]}